(1)
C23H42O22S | the ωB97M-V functional and the def2-TZVPD basis

The calculation puts the orbital gap at 10.65 eV. The calculation puts the HOMO energy at -10.17 eV. As for the LUMO energy: 0.4774 eV. The value obtained for the total energy is -80404.4078 eV.

Each line ends with the Mulliken charge.
Positions of all 88 atoms, in Å:
C: 10.1853 -8.7653 -2.0690  -0.136
C: 9.3324 -9.6400 -2.0694  -0.045
O: 8.4803 -10.7484 -1.9829  -0.296
S: 6.9527 -10.1075 -2.4838  0.716
O: 6.6989 -10.7353 -3.8014  -0.531
O: 5.8319 -10.6044 -1.3472  -0.324
C: 4.5865 -11.0260 -1.9368  -0.588
C: 3.9320 -9.6981 -2.7804  0.200
C: 2.7395 -8.8994 -1.9448  -0.666
O: 4.2199 -8.3658 -2.1893  -0.328
H: 10.9587 -7.9479 -2.0556  0.361
H: 3.7722 -11.1837 -1.1763  0.435
H: 4.6761 -11.8344 -2.7169  0.303
H: 3.8010 -9.7968 -3.9453  0.277
H: 2.2163 -8.0642 -2.4912  0.359
H: 2.8992 -8.8249 -0.8196  0.268
C: 1.3294 -2.3334 0.7634  -0.609
O: 2.5804 -3.0046 0.9203  -0.302
C: 2.5668 -4.2903 0.5424  0.725
O: 1.6179 -4.8894 0.1008  -0.549
O: 3.7936 -4.7950 0.7409  -0.318
C: 3.9255 -6.1685 0.3782  -0.607
H: 1.4582 -1.3048 1.0990  0.228
H: 1.0288 -2.3192 -0.2857  0.294
H: 0.5603 -2.8036 1.3788  0.288
H: 3.7283 -6.3068 -0.6861  0.244
H: 3.2589 -6.7910 0.9790  0.303
H: 4.9530 -6.4699 0.5799  0.297
C: -1.0269 1.1048 4.0513  -0.658
O: -1.6247 1.9072 3.0316  -0.301
C: -1.1363 1.6894 1.8029  0.743
O: -0.2702 0.9027 1.5142  -0.545
O: -1.7809 2.5009 0.9500  -0.213
C: -1.3602 2.3767 -0.4094  -0.682
H: -1.4974 1.3650 4.9988  0.210
H: -1.2014 0.0448 3.8587  0.303
H: 0.0418 1.3125 4.1280  0.302
H: -1.5475 1.3673 -0.7801  0.367
H: -0.3050 2.6359 -0.5110  0.296
H: -1.9457 3.0764 -1.0055  0.144
C: 2.4736 3.2709 7.9329  -0.610
O: 3.6946 2.5936 7.6402  -0.310
C: 3.5467 1.4919 6.8901  0.802
O: 2.5045 1.0572 6.4679  -0.525
O: 4.7600 0.9585 6.6918  -0.314
C: 4.7553 -0.2305 5.9020  -0.612
H: 2.7152 4.1417 8.5417  0.219
H: 1.9930 3.6131 7.0145  0.280
H: 1.8021 2.6257 8.5024  0.282
H: 4.3657 -0.0279 4.9028  0.290
H: 4.1748 -1.0151 6.3905  0.281
H: 5.7862 -0.5706 5.8087  0.218
C: -8.2163 -0.0750 1.0618  -0.624
O: -7.4128 1.0458 0.6974  -0.320
C: -6.3464 1.2392 1.4889  0.741
O: -6.0382 0.5634 2.4385  -0.542
O: -5.6849 2.3137 1.0390  -0.312
C: -4.5154 2.6412 1.7930  -0.494
H: -9.0446 -0.1327 0.3560  0.217
H: -7.6403 -0.9998 0.9961  0.289
H: -8.6252 0.0542 2.0656  0.287
H: -3.7961 1.8275 1.7565  0.213
H: -4.7776 2.8788 2.8259  0.327
H: -4.0627 3.5222 1.3414  0.237
C: -0.5242 6.4084 -2.2356  -0.691
O: -0.7399 5.1339 -2.8435  -0.147
C: -0.5722 5.1226 -4.1749  0.726
O: -0.2677 6.0665 -4.8574  -0.555
O: -0.8040 3.8757 -4.6122  -0.272
C: -0.6616 3.7141 -6.0233  -0.675
H: -0.6871 6.2963 -1.1639  0.208
H: 0.5020 6.7431 -2.3966  0.298
H: -1.2348 7.1433 -2.6188  0.306
H: 0.3590 3.9414 -6.3359  0.295
H: -1.3773 4.3419 -6.5571  0.291
H: -0.8718 2.6716 -6.2604  0.229
C: -6.8934 9.7256 -3.3398  -0.634
O: -5.6456 9.0511 -3.1863  -0.325
C: -5.6649 7.7653 -3.5670  0.742
O: -6.6162 7.1716 -4.0073  -0.532
O: -4.4395 7.2559 -3.3717  -0.224
C: -4.3114 5.8824 -3.7364  -0.272
H: -6.7587 10.7529 -3.0022  0.222
H: -7.1958 9.7425 -4.3884  0.291
H: -7.6630 9.2568 -2.7240  0.292
H: -4.5109 5.7461 -4.8009  0.310
H: -4.9777 5.2602 -3.1362  0.314
H: -3.2840 5.5786 -3.5366  -0.185

---

(2)
C14H14F5N5O7P2S2V | the ωB97M-V functional and the def2-TZVPD basis

The spin multiplicity is 2. The calculation puts the orbital gap (alpha / beta) at 6.62 / 6.07 eV. The calculation puts the HOMO energy (alpha / beta) at -6.64 / -6.10 eV. As for the LUMO energy (alpha / beta): -0.0287 / -0.0303 eV. The value obtained for the total energy is -116059.4852 eV.

Each line ends with the Mulliken spin population.
Positions of all 50 atoms, in Å:
V: -0.4661 0.1468 -0.4729  0.991
N: 3.3960 -0.5786 0.5246  -0.001
C: 2.7513 -0.7376 -0.8472  -0.001
C: 3.7710 -1.3423 -1.7955  0.001
P: 2.2404 0.9641 -1.3428  -0.029
O: 3.6535 1.6989 -1.0772  0.001
O: 1.8659 0.9913 -2.7755  0.004
O: 1.2531 1.4021 -0.2778  0.000
P: 1.3777 -1.9178 -0.3980  0.009
O: 0.4108 -1.6603 -1.6671  0.003
O: 1.9929 -3.2439 -0.2434  0.000
O: 0.6889 -1.2289 0.7739  0.000
H: 4.1422 0.1189 0.4891  0.000
H: 3.7647 -1.4817 0.8339  0.000
H: 2.6607 -0.2821 1.1809  0.000
H: 4.6692 -0.7236 -1.8566  0.000
H: 3.3322 -1.3896 -2.7907  0.000
H: 4.0278 -2.3546 -1.4811  0.000
H: 3.8451 2.4107 -1.6963  0.000
H: -0.5041 -2.0134 -1.5625  0.000
N: -0.5945 0.7317 2.8873  0.006
C: -1.3987 1.5411 2.1529  0.031
N: -1.4581 1.4602 0.8513  -0.037
C: -2.3396 2.3914 0.3252  0.011
C: -2.9327 3.1984 1.2292  -0.001
S: -2.3943 2.7784 2.8254  0.000
C: -2.4802 2.3282 -1.1285  0.000
C: -3.3584 2.9487 -1.9429  0.001
S: -3.0159 2.5302 -3.5917  0.000
C: -1.6914 1.5554 -3.0620  0.018
N: -1.5636 1.4975 -1.7578  -0.013
N: -0.8568 0.8962 -3.8952  0.003
H: -0.2348 -0.0691 2.3739  -0.003
H: -0.8549 0.5579 3.8429  0.001
H: -3.6436 3.9895 1.0682  0.000
H: -4.1786 3.5942 -1.6822  0.000
H: -0.9238 1.0911 -4.8789  0.000
H: 0.0888 0.7587 -3.5326  0.000
F: -7.1164 0.4065 -0.6902  0.000
C: -5.8528 -0.0343 -0.6474  -0.001
C: -5.1876 -0.1519 0.5604  0.002
F: -5.8109 0.1800 1.6970  0.000
C: -3.8793 -0.6031 0.6006  0.002
F: -3.2771 -0.6893 1.7975  0.000
C: -3.1725 -0.9368 -0.5590  -0.008
O: -1.9032 -1.2745 -0.5348  0.011
C: -3.8805 -0.8295 -1.7612  -0.004
F: -3.2622 -1.1299 -2.9130  0.000
C: -5.1887 -0.3836 -1.8115  0.002
F: -5.8105 -0.2701 -2.9906  0.000

---

(3)
C32H79Cl4O20P5 | the ωB97M-V functional and the def2-TZVPD basis

The SMILES is CCOP(=O)(OCC)OCC.CCOP(=O)(OCC)OCC.CCOP(=O)(OCC)OCC.CCOP(=O)(OCC)OCC.CCOP(=O)(OCC)OCC.ClCCl.ClCCl. The calculation puts the orbital gap at 10.44 eV. The calculation puts the HOMO energy at -10.09 eV. As for the LUMO energy: 0.3486 eV. The value obtained for the total energy is -171962.5161 eV.

Each line ends with the Mulliken charge.
Positions of all 140 atoms, in Å:
C: 23.4607 17.9103 21.9688  -0.968
C: 22.9575 16.9641 20.8575  0.666
O: 23.7031 17.1100 19.5973  -0.311
P: 23.0066 16.5005 18.2839  1.058
O: 21.4981 16.4150 18.2768  -0.633
O: 23.5870 17.4199 17.1289  -0.569
C: 23.0334 18.7849 16.8838  0.126
C: 21.7513 18.8807 16.1668  -0.609
O: 23.8323 15.1819 18.0495  -0.406
C: 23.7818 14.0335 18.9855  -0.212
C: 24.4741 12.8686 18.2778  -1.029
H: 23.1812 18.9784 21.7843  -0.124
H: 22.9673 17.5693 22.8833  0.389
H: 24.5139 17.9631 22.2702  0.413
H: 23.0287 15.9332 21.1535  0.321
H: 21.9050 17.2644 20.6950  -0.479
H: 22.9037 19.2215 17.9053  0.007
H: 23.8753 19.2844 16.4064  0.305
H: 21.3286 19.9063 16.2666  0.208
H: 21.8963 18.6523 15.1276  0.418
H: 21.0357 18.0905 16.5073  -0.080
H: 24.3770 14.3989 19.8591  0.155
H: 22.7322 13.8829 19.1245  0.511
H: 25.5381 13.0854 18.0323  0.352
H: 24.3759 11.9291 18.9035  0.355
H: 23.8794 12.6444 17.3682  0.064
C: 24.2903 21.7952 22.2654  -1.165
C: 23.1179 22.5711 21.6722  0.079
O: 23.6341 23.2384 20.4881  -0.353
P: 22.9937 22.6772 19.1426  0.080
O: 22.9578 21.2040 18.9490  0.241
O: 21.5462 23.3498 19.0827  -0.341
C: 20.3699 22.7951 18.4207  0.219
C: 20.0181 23.5762 17.1303  -1.063
O: 23.8416 23.4925 18.1061  -0.341
C: 25.0577 22.9124 17.5175  -0.077
C: 26.2105 23.7864 17.8912  -1.096
H: 24.6197 21.0333 21.5409  0.186
H: 25.0838 22.5107 22.4188  0.390
H: 23.9309 21.2984 23.1835  0.373
H: 22.3999 21.8232 21.4213  -0.067
H: 22.7356 23.2636 22.3816  0.433
H: 20.4608 21.7511 18.1711  -0.054
H: 19.5990 22.7959 19.1812  0.312
H: 19.9081 24.6559 17.3746  0.317
H: 20.7263 23.4335 16.3232  0.329
H: 19.0777 23.1417 16.7785  0.228
H: 25.1088 21.8733 17.8940  0.161
H: 24.8830 22.8377 16.4760  0.332
H: 26.1698 23.9127 18.9973  0.229
H: 27.1611 23.3336 17.6530  0.382
H: 26.1879 24.7777 17.3690  0.271
C: 19.6448 15.4728 15.4045  -1.080
C: 20.4072 14.3797 16.1304  0.302
O: 19.5458 13.1338 16.4327  -0.344
P: 20.3473 11.8863 16.9790  1.091
O: 21.1099 12.1122 18.2263  -0.747
O: 19.2653 10.7262 17.0014  -0.311
C: 18.0860 10.9424 17.7829  -0.200
C: 17.0421 9.8746 17.4456  -1.146
O: 21.4143 11.4322 15.8072  -0.302
C: 20.9338 11.0413 14.5157  -0.301
C: 21.8683 11.6269 13.4897  -1.163
H: 18.9653 15.0868 14.6421  0.442
H: 19.0868 16.0290 16.1760  0.030
H: 20.3869 16.0804 14.9657  0.373
H: 21.2451 14.0284 15.4694  0.145
H: 20.7034 14.7353 17.0844  0.034
H: 18.3502 10.8821 18.8617  0.286
H: 17.7146 11.9481 17.5566  0.284
H: 16.0675 10.2398 17.8869  0.348
H: 16.9167 9.9292 16.3396  0.299
H: 17.2836 8.8700 17.8165  0.288
H: 20.9115 9.9695 14.5310  0.447
H: 19.9569 11.4253 14.2920  0.333
H: 22.9312 11.4036 13.6339  0.284
H: 21.4902 11.1358 12.6105  0.410
H: 21.6870 12.7111 13.3870  0.234
C: 12.8426 19.1132 11.3110  -1.200
C: 14.3265 19.2818 11.7106  -0.004
O: 14.6653 20.6205 11.3800  -0.293
P: 15.8078 21.3530 12.1971  0.255
O: 16.0591 20.7211 13.4917  -0.142
O: 17.0845 21.3639 11.1685  -0.234
C: 17.1677 21.9835 9.9088  -0.073
C: 18.5993 22.1384 9.5319  -1.196
O: 15.3617 22.8570 12.1958  -0.262
C: 15.7026 23.8720 13.2359  -0.077
C: 14.4777 24.7114 13.5521  -1.089
H: 12.7385 19.3629 10.2777  0.318
H: 12.6033 18.0278 11.4984  0.360
H: 12.1734 19.8070 11.8681  0.299
H: 14.4029 19.1075 12.8116  0.119
H: 14.9326 18.5022 11.2052  0.299
H: 16.6146 21.3506 9.1776  0.247
H: 16.6822 22.9784 9.8892  0.273
H: 18.6309 22.6835 8.5681  0.366
H: 19.0662 22.7457 10.3281  0.297
H: 19.1597 21.1915 9.4298  0.289
H: 16.0544 23.2394 14.0828  0.203
H: 16.5603 24.4472 12.8747  0.296
H: 13.8859 24.2669 14.3578  0.258
H: 14.7667 25.7357 13.8618  0.347
H: 13.8874 24.7742 12.6531  0.316
C: 10.4107 22.8424 18.2711  -1.209
C: 10.6049 21.6333 19.1582  -0.195
O: 11.8852 21.7464 19.7764  -0.230
P: 12.4290 20.5196 20.6420  0.778
O: 11.3352 19.8104 21.3052  -0.743
O: 13.2179 19.4667 19.6755  -0.369
C: 14.4812 19.7425 19.0065  -0.150
C: 15.4938 18.7460 19.5892  -0.418
O: 13.6391 21.2161 21.4128  -0.219
C: 13.9790 20.7379 22.7552  -0.239
C: 15.0896 21.6590 23.2004  -1.077
H: 9.5356 22.6088 17.6881  0.399
H: 10.2845 23.7227 18.8714  0.316
H: 11.2314 22.9448 17.5582  0.275
H: 9.7912 21.5401 19.8972  0.308
H: 10.5744 20.7671 18.5022  0.295
H: 14.3249 19.5765 17.9337  0.187
H: 14.7949 20.7829 19.2459  0.313
H: 15.4185 18.7488 20.6643  0.231
H: 15.3657 17.7602 19.2203  0.342
H: 16.5110 18.9700 19.2634  -0.266
H: 13.1075 20.8790 23.3799  0.338
H: 14.2697 19.7238 22.6619  0.343
H: 14.7508 22.7065 23.2320  0.289
H: 15.4116 21.2856 24.2076  0.368
H: 15.9268 21.6272 22.4548  0.227
Cl: 16.5912 17.5059 16.4796  -0.149
C: 16.8828 19.0831 15.7598  -0.203
Cl: 17.3167 20.4041 16.8959  -0.148
H: 17.7430 18.9878 15.0942  0.357
H: 16.0143 19.4656 15.2403  0.171
Cl: 18.9126 17.2126 21.3738  -0.220
C: 19.5084 18.1355 19.9548  1.864
Cl: 20.4630 19.4773 20.5665  -0.133
H: 20.1690 17.4759 19.3853  -0.933
H: 18.6713 18.4855 19.4151  -0.444

---

(4)
C16H34F2N6O7P2S2 | the ωB97M-V functional and the def2-TZVPD basis

The calculation puts the orbital gap at 6.68 eV. The calculation puts the HOMO energy at -9.26 eV. As for the LUMO energy: -2.5814 eV. The value obtained for the total energy is -86087.2142 eV.

Each line ends with the natural charge from an NBO analysis.
Positions of all 69 atoms, in Å:
C: -4.5473 -6.4149 -0.6742  -0.645
C: -3.3278 -6.1265 0.4189  -0.431
C: -2.9356 -4.5186 0.5258  -0.425
C: -1.5023 -4.1580 -0.2530  -0.043
C: -1.7768 -4.5595 -1.8467  -0.651
N: -1.1632 -2.6564 -0.0906  -0.151
C: 0.3156 -2.3723 -0.0234  0.067
C: 0.7759 -0.7735 0.1526  -0.317
P: 2.5842 -0.1623 0.2114  0.211
P: 3.7083 -1.0483 1.8794  1.925
O: 2.8558 -1.1906 3.2127  -1.019
O: 4.5317 -2.5078 1.3907  -0.978
O: 4.9914 0.1223 2.2524  -0.942
C: -0.4760 0.3308 0.2693  0.170
C: -0.2159 1.9354 0.4827  -0.509
C: 0.4391 2.1032 2.0124  -0.412
C: 1.7693 3.0616 2.0467  -0.223
C: 2.0211 3.4982 3.6269  -0.635
C: 1.6245 4.4422 1.1570  -0.644
C: -1.9889 -0.3746 0.1461  0.255
C: -3.2939 0.6477 0.1990  -0.491
C: -3.4279 1.3103 -1.3302  0.441
N: -3.2184 2.8266 -1.2725  -0.844
N: -4.8248 1.1012 -1.9117  -0.867
N: -2.4310 0.7176 -2.3024  -0.903
N: -2.2434 -1.8305 -0.0440  -0.205
H: -4.2834 -7.3955 -1.2969  0.221
H: -4.6919 -5.5456 -1.4455  0.209
H: -5.5808 -6.6603 -0.1338  0.229
H: -3.7654 -6.4782 1.4667  0.231
H: -2.4145 -6.8223 0.1914  0.215
H: -3.8319 -3.9434 -0.0123  0.234
H: -2.8339 -4.1902 1.6669  0.236
H: -0.6267 -4.7965 0.2031  0.235
H: -2.8312 -4.0681 -2.1150  0.224
H: -0.9134 -4.1795 -2.5659  0.235
H: -1.9430 -5.7346 -1.9717  0.247
H: 1.1730 -3.1649 -0.1013  0.283
H: 3.2037 -0.6158 -1.0416  0.089
H: 5.5179 -2.3198 1.2446  0.519
H: 5.1888 0.6303 1.3976  0.520
H: 0.5250 2.3554 -0.3526  0.284
H: -1.2103 2.5524 0.4937  0.238
H: -0.4320 2.4630 2.7168  0.216
H: 0.7606 1.0296 2.4107  0.231
H: 2.6899 2.4441 1.6648  0.240
H: 1.8212 2.5273 4.2632  0.214
H: 3.1585 3.8382 3.7344  0.236
H: 1.2596 4.3323 3.9520  0.209
H: 2.5629 5.1089 1.4037  0.257
H: 0.6003 4.9493 1.4729  0.194
H: 1.6545 4.2172 -0.0111  0.221
H: -3.1812 1.4769 1.0172  0.248
H: -4.2772 0.0160 0.4274  0.269
H: -3.4009 3.2020 -0.3104  0.371
H: -2.1827 2.9510 -1.4334  0.371
H: -4.9395 1.8584 -2.6395  0.385
H: -4.8971 0.1789 -2.4026  0.354
H: -2.1735 1.3992 -3.0732  0.395
H: -2.7525 -0.1928 -2.6993  0.377
N: 4.4985 3.3603 -2.4181  -1.177
S: 4.8557 4.8822 -2.5724  2.456
O: 6.2660 5.2324 -2.6995  -0.905
O: 4.0171 5.8494 -1.8740  -0.916
F: 4.3655 5.1176 -4.0798  -0.504
S: 4.9362 2.8050 -1.0139  2.483
O: 4.9281 1.3450 -0.9290  -0.989
O: 4.4350 3.4742 0.1803  -0.931
F: 6.5012 3.1073 -0.9498  -0.491